65
Properties=species:S:1:pos:R:3 method="wB97M-V/def2-TZVPD" max_force_ev_per_a=0.64 homo_energy_ev=-7.181 total_energy_ev=-136687.5716 spin_multiplicity=1 charge=0 e_above_lowest_ev=0.0000
C 3.1148 1.2651 -3.5457
H -1.6602 5.2822 -1.5604
C -2.0316 1.8372 -3.0815
H 3.0306 1.5169 -4.5938
H -3.8847 -4.2155 -1.1371
C -2.5537 -0.4418 5.3441
C 3.2401 0.5592 -0.8861
H -2.8727 -0.4243 7.4585
O -0.7125 1.6746 3.8118
C -1.1469 -3.5845 -1.6459
N 2.0603 0.5535 -1.5319
H -3.4359 4.8819 -3.2730
C -2.7838 4.0792 -2.9533
C 2.0018 0.8869 -2.8241
H 1.7657 -5.9562 -2.6623
H 5.3421 0.9788 -1.0104
H -2.4043 -5.1257 -2.4750
C 2.3372 -0.6546 2.4913
C 1.2202 -4.1030 -1.7714
H 1.5896 -1.0130 3.1887
H -3.4878 -2.8222 7.5759
Br -2.0545 0.1448 -3.9353
H -0.5938 3.9983 1.9090
C -2.5612 -1.2054 4.1808
C -1.0145 3.2348 -1.6109
C -1.8052 4.3014 -1.9943
O -2.1608 -1.6472 -0.7709
H -3.8789 -3.2775 -2.6424
H -0.5950 -6.6494 -3.0707
C -2.8990 -2.5541 4.2503
C -1.5483 3.7759 2.3857
C 0.9495 -5.3049 -2.3692
H -1.4537 3.9187 3.4582
C -1.3842 -4.8355 -2.2602
C -3.7006 -3.2290 -1.5652
H 5.2329 1.6141 -3.4099
C -2.8816 -1.0301 6.5598
C -0.3755 -5.6923 -2.6133
C -1.4633 1.4716 2.9044
Sn 0.1926 -0.1302 -0.1359
O 0.6223 -2.0943 -0.8192
C 0.1984 -3.1930 -1.3822
S 4.5899 0.0868 1.5354
C 4.3371 1.3097 -2.8824
Te -2.2136 -0.4188 2.2302
H -2.3273 4.4153 1.9820
C -2.9125 2.8204 -3.5120
C 2.0533 -0.3019 1.1379
C -3.2305 -3.1350 5.4663
H -3.4966 -4.1840 5.5020
C -2.2860 -2.7477 -1.2891
O -1.9470 2.4259 2.0900
H 2.2378 -3.7872 -1.5752
C 3.1892 0.1268 0.5065
C 3.6460 -0.4980 2.8355
H -2.9064 -3.1579 3.3477
H -0.2546 3.3333 -0.8394
H -2.2854 0.6047 5.3150
H -3.6524 2.6027 -4.2685
H -4.3871 -2.5091 -1.1284
N -1.1212 2.0189 -2.1510
C 4.4045 0.9587 -1.5492
H 4.1205 -0.6934 3.7873
H 1.0165 0.8450 -3.2768
C -3.2261 -2.3728 6.6260

125
Properties=species:S:1:pos:R:3 method="wB97M-V/def2-TZVPD" max_force_ev_per_a=4.81 homo_energy_ev=-9.244 total_energy_ev=-132437.0197 spin_multiplicity=1 charge=0 e_above_lowest_ev=4.8860
H 2.8045 -22.3876 -22.6382
H -2.8865 -23.8698 -20.2201
H 5.5692 -24.4801 -20.5848
S 3.2403 -28.3756 -16.6272
C -3.2896 -17.6358 -25.0077
H -0.4049 -27.2036 -17.8325
H -1.3795 -26.1722 -23.5418
H -1.2836 -25.9927 -26.6711
C 0.4111 -20.4539 -23.6201
C 1.6528 -26.9792 -18.1740
H 3.4382 -26.1047 -15.9867
H 0.2033 -21.4474 -14.0943
H -2.7860 -21.5636 -17.1151
C 3.4338 -27.0376 -15.4230
H 4.2535 -27.2740 -14.7445
H 3.8538 -15.6558 -25.0862
C -3.9184 -24.1839 -20.3775
H -4.6174 -23.5749 -19.8044
H 3.1328 -14.7380 -23.6661
H 3.9444 -18.7960 -20.6693
H -4.9869 -21.7798 -25.1641
H 0.0384 -23.9650 -25.0389
C 2.9778 -18.2929 -20.6923
C -0.6491 -18.8788 -18.5221
C 2.9638 -15.4113 -24.5064
H -2.0818 -17.3663 -23.2603
O -0.6256 -23.5630 -15.8092
H -0.5464 -16.5565 -16.6766
H -3.8668 -25.2067 -20.0040
H -3.4606 -18.3550 -22.9098
O 0.4414 -26.5725 -24.0474
H -0.3296 -27.8413 -25.4507
O -2.5820 -17.8522 -27.8605
H 2.4311 -26.2400 -17.9847
H 2.7922 -23.9940 -20.7001
H -0.3274 -24.3752 -20.0969
C 0.9922 -22.1788 -14.2697
S -1.9496 -18.8360 -27.0170
O 1.5095 -24.6937 -14.9364
H -0.1260 -19.5390 -23.3699
H -0.3341 -17.0959 -26.2222
H 0.1486 -18.8288 -25.9383
C -0.2923 -18.1073 -26.6263
C 0.2927 -26.3901 -18.0312
H 0.0448 -18.7356 -19.3503
O -3.8361 -21.8077 -21.8531
O 4.8849 -22.7611 -22.8735
H 0.8411 -14.2997 -16.3881
C -0.3481 -25.7874 -26.1508
H -4.3648 -17.6936 -25.1767
H 1.7375 -27.3829 -19.1830
C 1.2775 -15.2702 -16.1522
O -0.5690 -19.2051 -15.8548
H 1.3355 -27.2342 -25.6397
O -0.0756 -21.5844 -22.9939
O -4.3598 -23.0360 -23.6934
C -0.5166 -25.5381 -23.7452
H -1.6781 -24.3872 -25.1300
C 3.5331 -23.1983 -22.6295
S 0.3763 -19.1068 -16.9685
O 3.1005 -29.6781 -15.9806
C -1.6848 -22.5874 -15.7010
O 0.8674 -16.8785 -23.5596
H 3.7075 -25.0562 -21.6816
H 6.6454 -22.7291 -21.8349
H 2.4920 -16.2531 -21.5993
H 1.0942 -23.2403 -19.9027
H -0.2016 -25.0538 -22.8208
H 0.1767 -18.0063 -27.6050
C -4.0806 -22.0231 -24.6096
C -0.6697 -24.7936 -25.0525
H 1.6958 -22.2480 -13.4401
O -0.4539 -24.1843 -13.4211
C 3.2227 -17.0576 -21.6825
H 4.2006 -16.6599 -21.4112
S 2.2072 -17.0543 -24.1676
H 0.3604 -25.3259 -26.8386
C 3.6646 -24.0178 -21.3531
H -0.2303 -25.9773 -18.8939
H 5.4541 -21.5944 -21.2264
H 3.2872 -23.8757 -23.4473
H -1.2439 -21.6088 -15.5108
H -3.7007 -22.9618 -16.5558
O -1.7356 -20.2099 -27.4066
H 0.3012 -20.5223 -24.7024
C -2.7065 -22.6146 -16.8371
C 0.4506 -16.5478 -16.2362
H 2.5305 -26.8684 -14.8368
H 0.3684 -16.8960 -15.2066
H 1.4921 -21.9163 -15.2022
C -4.2157 -22.8522 -22.3505
H -3.7233 -16.6153 -23.2701
C 4.9931 -23.5626 -20.7049
O 4.1486 -28.1302 -17.7224
O 1.0453 -17.5582 -16.9897
H -0.4985 -22.7890 -19.1849
H -1.3234 -18.0230 -18.4890
O 1.6952 -27.9632 -17.0535
O 0.8057 -20.9625 -20.8484
H -3.4711 -22.4151 -25.4239
S 0.3838 -23.8646 -14.5171
O -4.4045 -23.9410 -21.7388
H -2.4520 -23.1875 -17.7288
H 2.6785 -17.9239 -19.7112
C 5.5801 -22.5905 -21.6508
O 1.4775 -19.9960 -17.1774
H -2.2722 -22.8900 -14.8341
C 0.0115 -23.3470 -19.9701
H 0.3193 -25.6335 -17.2471
H 1.7767 -15.1719 -15.1883
H -3.6606 -21.1258 -24.1550
C -3.1351 -17.5022 -23.5055
C 0.2073 -21.6945 -21.6619
O -0.3528 -22.7840 -21.2295
H 4.7270 -23.1394 -19.7364
H 2.1509 -15.0153 -25.1150
H 2.2127 -18.9568 -21.0947
H -0.9987 -19.9086 -18.5953
O -2.5549 -18.7866 -25.5005
H -2.9056 -16.7835 -25.5683
H 1.4678 -20.2657 -23.4302
H 2.1287 -15.3111 -16.8318
C 0.3119 -26.9628 -25.3816
O 3.2343 -17.6163 -22.9795
O 2.4387 -17.8562 -25.3981

17
Properties=species:S:1:pos:R:3 method="wB97M-V/def2-TZVPD" max_force_ev_per_a=10.65 homo_energy_ev=-9.339 total_energy_ev=-24795.8028 spin_multiplicity=1 charge=0 e_above_lowest_ev=1.0515
O -4.0297 0.4899 -1.0490
C 1.2969 -1.3555 -0.2597
H -3.3180 -0.8549 1.3842
O -3.9260 -0.6645 0.8462
H 3.4936 -1.4389 -0.1484
H 0.7841 -2.4831 -0.2354
C -1.8870 0.1941 -0.1895
C 2.5142 -0.7842 -0.1822
H 1.9502 2.5553 0.1700
C -3.4522 0.0324 -0.1672
C 0.1780 -0.4773 -0.1965
C 0.3997 0.9056 -0.0724
H 3.8422 0.9078 0.2674
S -1.1594 1.7308 0.0542
C 1.6829 1.4461 0.0976
C 2.7825 0.5900 -0.0545
N -1.1522 -0.7937 -0.2645